[1]
DFT (wB97M-V/def2-TZVPD) results for a cluster of 2 separate species, C2H4O3P2 in total.

Calculated values
Net charge   +2
E_HOMO (alpha / beta)   -18.54 / -19.07 eV
E_LUMO (alpha / beta)   -12.564 / -11.948 eV
Spin multiplicity   1
Energy relative to the best compared isomer or geometry (same formula, charge and spin)   0.0 kcal per mole

Geometry (Å):
C  1.142  -0.467  0.174
H  -3.634  -1.188  0.964
O  1.764  1.376  -1.120
H  0.926  -0.247  -2.026
O  -3.446  -0.252  1.149
O  -1.045  -0.923  0.707
H  1.311  -1.544  0.223
P  -1.921  0.245  1.108
H  1.392  0.103  1.073
C  1.285  0.101  -1.058
P  2.226  2.795  -1.194


[2]
DFT (wB97M-V/def2-TZVPD) results for a cluster of 2 separate species, C4H8N2O in total.

Calculated values
E_HOMO   -8.45 eV
E_LUMO   0.868 eV
Spin multiplicity   1
Energy relative to the best compared isomer or geometry (same formula, charge and spin)   32.6 kcal per mole
Structure (SMILES)   Cc1cnc[nH]1.O

Geometry (Å):
H  0.299  -1.418  -2.206
N  -0.542  -1.192  -0.169
O  -2.249  -1.345  3.453
C  1.668  1.239  -2.008
N  0.342  0.779  0.212
C  0.112  -0.793  -1.332
C  -0.398  -0.174  0.690
C  0.697  0.415  -1.108
H  0.533  1.635  0.740
H  2.532  0.698  -2.428
H  -2.482  -2.157  3.957
H  -0.625  -0.109  1.754
H  -2.943  -1.275  2.760
H  2.036  2.132  -1.476
H  1.020  1.566  -2.839


[3]
DFT (wB97M-V/def2-TZVPD) results for a cluster of 2 separate species, C20H20F4NO in total.

Calculated values
Net charge   +1
E_HOMO   -12.26 eV
E_LUMO   -4.920 eV
Spin multiplicity   1
Energy relative to the best compared isomer or geometry (same formula, charge and spin)   37.2 kcal per mole

Geometry (Å):
C  -0.967  -0.275  -0.618
C  -4.290  -1.298  0.879
F  -3.782  -4.640  -1.528
C  1.773  1.979  1.532
H  0.358  0.195  3.317
F  2.662  3.831  -3.218
C  -5.073  -3.478  0.094
C  -3.944  -3.536  -0.711
C  1.868  0.353  -3.774
C  -0.044  0.577  2.359
O  3.897  0.760  1.459
H  1.853  -0.988  0.381
H  -0.395  1.689  0.003
C  0.901  1.003  -1.598
C  3.272  -0.445  1.915
N  1.014  0.692  1.302
H  3.894  -1.248  1.485
H  1.327  -1.290  2.075
C  -2.177  -0.285  0.045
H  -0.884  -0.979  -1.469
H  2.982  1.840  -4.908
C  -5.207  -2.343  0.916
C  2.113  2.573  -3.045
C  0.022  0.733  -0.435
H  0.811  -0.992  -2.509
H  -0.851  -0.084  2.026
H  1.776  2.478  0.561
C  1.374  2.308  -1.902
F  2.117  -0.635  -4.713
C  -2.989  -2.514  -0.764
H  1.169  3.129  -1.218
C  -3.157  -1.350  0.035
H  -0.493  1.577  2.581
H  1.236  2.614  2.256
C  1.148  0.016  -2.617
H  3.800  2.742  1.629
H  -2.470  0.588  0.647
H  -4.434  -0.429  1.531
C  3.218  1.889  2.010
C  1.826  -0.573  1.402
H  -2.122  -2.626  -1.407
C  2.373  1.615  -4.030
F  -6.301  -2.265  1.746
H  3.318  -0.504  3.034
H  3.285  1.874  3.125
H  -5.808  -4.278  0.118


[4]
DFT (wB97M-V/def2-TZVPD) results for a structure of composition C30H19N9S2W.

Calculated values
Net charge   +2
E_HOMO (alpha / beta)   -13.28 / -13.72 eV
E_LUMO (alpha / beta)   -6.743 / -7.246 eV
Spin multiplicity   3
Energy relative to the best compared isomer or geometry (same formula, charge and spin)   14.8 kcal per mole

Geometry (Å):
H  3.905  -0.917  -4.259
N  -2.614  -2.517  -0.798
N  0.202  2.319  2.111
N  1.204  -1.571  0.202
C  -1.753  -1.916  0.000
C  2.056  -0.131  -1.499
N  1.511  0.895  -0.791
W  0.370  0.311  0.981
H  2.490  3.446  -2.725
H  -4.381  -0.120  -5.121
H  1.228  2.928  -0.653
C  -3.908  -2.596  -2.859
C  -0.418  -0.305  5.490
S  -0.899  -0.563  2.836
C  2.343  0.332  5.114
N  3.064  0.626  5.959
C  -1.440  3.906  2.862
C  -1.808  2.439  0.897
H  2.879  -4.651  -1.430
C  -3.226  0.073  -3.331
C  0.733  3.901  3.829
H  3.681  -3.161  -3.313
C  1.761  -3.891  0.233
H  -2.851  2.726  0.803
C  -0.548  4.416  3.802
H  -2.964  1.110  -3.489
H  -2.913  -3.458  -0.585
N  -0.924  -0.347  6.521
C  0.172  -0.255  4.181
C  -1.980  0.094  -1.162
H  -0.842  5.209  4.476
H  -2.442  4.302  2.759
C  2.781  0.067  -2.676
N  -1.164  1.761  0.014
C  -2.762  -0.575  -2.190
C  -4.360  -1.945  -3.991
H  3.488  1.586  -4.034
H  0.681  -2.810  1.755
H  1.476  4.283  4.514
H  2.056  2.433  2.999
C  -3.106  -1.907  -1.965
N  -1.885  1.365  -1.089
C  2.511  -2.531  -1.595
H  -1.380  -2.493  0.835
C  3.227  -2.310  -2.821
C  2.415  -3.786  -0.972
C  -4.017  -0.614  -4.231
C  1.175  -2.760  0.792
C  1.480  0.023  4.013
C  1.675  2.136  -1.239
C  2.931  1.388  -3.126
H  -4.175  -3.629  -2.667
H  -4.988  -2.473  -4.695
C  1.900  -1.446  -0.959
C  3.352  -1.073  -3.341
N  -1.350  -0.676  -0.156
S  2.229  0.018  2.421
C  -1.026  2.896  2.032
H  1.705  -4.832  0.761
C  1.062  2.855  2.975
C  2.381  2.420  -2.404


[5]
DFT (wB97M-V/def2-TZVPD) results for an isolated molecule of C2H6N2O.

Calculated values
E_HOMO (alpha / beta)   -7.49 / -6.59 eV
E_LUMO (alpha / beta)   0.854 / 0.600 eV
Spin multiplicity   1
Energy relative to the best compared isomer or geometry (same formula, charge and spin)   151.9 kcal per mole

Geometry (Å):
H  -0.166  -1.479  0.906
H  -0.248  0.839  -0.976
C  1.687  0.124  -0.138
N  -0.530  -0.806  0.240
C  0.207  0.183  -0.257
O  -1.859  -0.639  0.379
H  2.047  -0.865  0.149
H  2.041  0.830  0.621
H  -3.132  0.772  0.285
H  2.155  0.397  -1.085
N  -2.203  0.644  -0.124